Entry 1:
9
Properties=species:S:1:pos:R:3:forces:R:3:mulliken_charge:R:1 method="wB97M-V/def2-TZVPD" homo_energy_ev=-8.2 gap_ev=7.7 e_above_lowest_kcal_mol=50.1
N -0.66948 -0.79430 0.19917 -0.1 -0.1 0.0 -0.3538
C 0.27791 0.31990 -0.05622 0.1 0.1 0.0 -0.2063
C 1.60610 -0.06669 -0.23788 0.9 -0.3 -0.1 0.1942
N 2.69273 -0.47048 -0.37736 -1.0 0.4 0.1 -0.4772
C -0.29625 1.58777 -0.13566 -0.4 0.8 0.0 0.2540
N -0.84877 2.61591 -0.18524 0.5 -1.0 0.1 -0.4701
H -1.61477 -0.40883 0.28014 0.1 0.0 0.0 0.3677
H -0.68328 -1.48792 -0.55795 0.0 0.1 0.1 0.3462
H -0.46420 -1.29536 1.07098 0.0 0.1 -0.1 0.3453


Entry 2:
9
Properties=species:S:1:pos:R:3:forces:R:3:mulliken_charge:R:1 method="wB97M-V/def2-TZVPD" homo_energy_ev=-9.8 smiles=c1cnnnc1 gap_ev=9.8 e_above_lowest_kcal_mol=57.5
C 0.18423 0.02373 -0.85239 2.1 -1.0 0.3 -0.1624
C -0.39016 -1.06858 -0.22193 -2.4 1.3 -1.4 -0.1322
N -1.11734 -0.82124 0.87537 1.7 -1.4 1.4 -0.1392
N -0.78997 0.18469 1.65670 -1.5 0.8 -0.8 -0.3270
N 0.08751 1.07229 1.27133 1.6 -0.7 0.3 -0.1848
C 0.66092 0.95018 0.06650 -1.2 0.9 -0.3 -0.1195
H 0.50312 0.00481 -1.89422 0.1 -0.1 0.3 0.3032
H -0.58683 -2.01350 -0.73140 0.0 0.2 0.2 0.3647
H 1.44852 1.66763 -0.16996 -0.5 0.0 0.0 0.3972


Entry 3:
10
Properties=species:S:1:pos:R:3:forces:R:3:mulliken_charge:R:1 method="wB97M-V/def2-TZVPD" homo_energy_ev=-9.7 smiles="N=C=CC=O.N#N" gap_ev=10.2 e_above_lowest_kcal_mol=20.1
N 2.03789 -0.17968 0.33108 -0.7 -0.4 0.0 -0.3974
C 1.02198 -0.83349 0.25594 0.5 0.3 0.0 0.5540
C -0.15895 -1.44188 0.27235 0.1 0.1 0.0 -0.7116
C -1.31834 -0.60089 -0.03577 0.0 0.2 -0.1 0.0026
O -1.24696 0.58655 -0.27503 -0.2 -0.6 0.0 -0.4398
H 2.58839 0.01400 -0.50111 0.0 -0.1 0.0 0.3012
H -0.25445 -2.50125 0.47809 0.1 0.2 -0.1 0.3719
H -2.29693 -1.11424 -0.05906 0.1 -0.1 0.1 0.3141
N 0.28470 2.86085 -0.44359 -1.6 0.7 0.8 0.0632
N -0.66655 3.20180 -0.00602 1.7 -0.4 -0.8 -0.0581


Entry 4:
10
Properties=species:S:1:pos:R:3:forces:R:3:mulliken_charge:R:1 method="wB97M-V/def2-TZVPD" homo_energy_ev=-10.5 smiles="O=Cn1cnnc1" gap_ev=10.4 e_above_lowest_kcal_mol=29.2
O 1.57950 -1.56885 0.88162 -0.9 -0.3 -0.7 -0.4408
C 0.44936 -1.47217 0.47367 0.9 1.7 0.8 0.0974
N -0.01680 -0.20388 -0.03631 0.1 1.0 -0.4 0.0354
C 0.82475 0.83991 -0.50101 -0.1 -1.0 0.6 0.0080
N 0.14662 1.92301 -0.74308 0.7 -1.1 -0.3 -0.3967
N -1.16619 1.63641 -0.47374 -0.8 0.5 0.4 -0.3510
C -1.27827 0.43104 -0.04346 0.8 -1.0 0.5 -0.0497
H -0.28742 -2.26457 0.57642 -0.4 0.0 -0.3 0.3595
H 1.90316 0.66054 -0.59205 -0.7 0.3 0.0 0.3766
H -2.15470 0.01856 0.45794 0.2 0.0 -0.6 0.3614